Formula: C7H8S3
Source: OMol25
Level of theory: wB97M-V/def2-TZVPD

```
18
Properties=species:S:1:pos:R:3:forces:R:3
C 2.55737 -0.41000 -0.17378 2.088 -0.097 -0.533
C 2.00860 0.54145 -1.06022 2.712 0.041 1.148
C 1.81711 -1.06623 0.75523 -2.459 0.864 -1.689
C 0.68056 0.83123 -0.98124 -1.393 2.931 -2.690
C 0.41830 -0.74721 0.77565 1.416 -0.089 1.474
C -0.08758 0.21542 -0.01943 -0.306 -0.052 -0.815
C -2.88184 0.40227 0.28203 -0.108 -2.493 -1.982
S -3.02358 -1.05445 1.28560 -0.049 -0.729 0.175
S -3.75185 0.09807 -1.25822 0.172 -0.734 1.116
S -2.97002 1.86603 1.12631 -0.221 1.065 0.365
H 3.65901 -0.65069 -0.18782 -1.233 0.468 -0.289
H 2.80962 1.15117 -1.55152 -1.401 -0.542 -0.318
H 2.20219 -1.90323 1.24956 0.480 -0.807 1.226
H 0.30845 1.66455 -1.75936 0.422 -1.956 2.070
H -0.10129 -1.08360 1.63753 -0.941 -0.749 0.355
H -3.00116 -2.12733 0.39514 0.154 1.276 0.328
H -3.66085 1.26317 -1.82268 0.308 1.244 -0.432
H -1.85937 1.54211 1.77500 0.361 0.359 0.490
```
Forces are in eV/Å.

As for the LUMO energy (alpha / beta): -0.3 / -0.3 eV. For the relative energy (zero: lowest compared OMol25 entry of this formula, charge and spin), the calculation gives 4.869 eV. The calculation puts the frontier orbital gap (alpha / beta) at 8.60 / 7.02 eV.